[1]
# C12H24CrO20S2

A structure of composition C12H24CrO20S2 at a distorted geometry (ωB97M-V with the def2-TZVPD basis set, the Open Molecules 2025 dataset).

Calculated values
HOMO-LUMO gap (spin up / spin down), eV: 6.2 / 5.7
Charge: -1
⟨S²⟩: 8.768
2S+1: 6
HOMO energy (spin up / spin down), eV: -3.8572 / -5.3236
LUMO (spin up / spin down), eV: 2.309 / 0.387

Each line ends with the Löwdin charge.
CARTESIAN COORDINATES (ANGSTROEM)
Cr -19.650 0.139 20.713  0.719
S -20.962 -1.806 19.614  0.153
O -22.006 -2.802 19.944  -0.354
O -21.374 -0.472 19.938  -0.387
O -19.822 -1.841 20.502  -0.404
O -20.555 -1.901 18.273  -0.310
S -19.586 3.502 21.448  0.242
O -20.101 4.263 20.316  -0.113
O -18.402 4.064 21.993  -0.262
O -20.702 3.705 22.317  -0.154
O -19.399 2.079 21.038  -0.388
C -19.882 1.682 24.772  -0.039
O -20.096 0.310 24.885  0.047
C -20.510 -0.358 23.852  -0.490
O -20.644 0.030 22.647  0.029
O -20.692 -1.652 24.226  -0.020
C -21.225 -2.618 23.278  -0.004
H -19.085 2.010 25.439  0.100
H -20.809 2.198 25.023  0.112
H -19.505 2.070 23.825  0.059
H -21.987 -3.175 23.824  0.092
H -20.433 -3.299 22.964  0.087
H -21.681 -2.139 22.412  0.080
C -17.471 -2.732 23.145  -0.015
O -16.574 -1.588 23.247  -0.002
C -16.929 -0.366 22.695  -0.443
O -17.848 -0.141 21.880  0.061
O -16.090 0.543 23.215  0.007
C -16.406 1.925 23.070  -0.021
H -18.418 -2.435 23.594  0.074
H -17.159 -3.631 23.676  0.092
H -17.744 -3.115 22.161  0.095
H -17.329 2.169 23.597  0.078
H -16.556 2.120 22.008  0.092
H -15.567 2.570 23.332  0.101
C -15.700 2.058 17.031  -0.020
O -16.819 1.752 17.889  0.035
C -17.281 0.565 18.192  -0.472
O -18.246 0.478 19.019  0.044
O -16.828 -0.429 17.379  -0.013
C -17.013 -1.797 17.773  -0.013
H -15.769 1.495 16.100  0.088
H -14.724 1.850 17.468  0.094
H -15.738 3.095 16.695  0.093
H -16.402 -2.367 17.074  0.095
H -18.040 -2.155 17.712  0.084
H -16.868 -1.876 18.850  0.099
C -24.093 5.731 17.293  -0.024
O -23.214 4.593 17.092  0.008
C -22.613 4.029 18.101  -0.607
O -22.591 4.400 19.237  0.132
O -21.885 2.977 17.605  -0.003
C -21.205 2.022 18.410  -0.055
H -24.616 6.087 16.405  0.086
H -23.472 6.535 17.690  0.090
H -24.823 5.562 18.085  0.090
H -20.146 2.181 18.609  0.070
H -21.281 1.012 18.007  0.091
H -21.701 1.972 19.379  0.092


[2]
# C8H17N2P

The molecule C8H17N2P at a distorted geometry (ωB97M-V with the def2-TZVPD basis set, the Open Molecules 2025 dataset).

Calculated values
HOMO-LUMO gap, eV: 8.8
Charge: 0
ΔE to the lowest compared entry with this formula, charge and spin, kcal/mol: 0.0
Structure (SMILES): CN1PN(C)[C@H]2CCCC[C@H]21
HOMO energy, eV: -7.8751
LUMO, eV: 0.968

Each line ends with the Löwdin charge.
CARTESIAN COORDINATES (ANGSTROEM)
C 2.435 -1.873 0.306  -0.124
N 1.548 -0.698 0.237  -0.411
P 2.058 0.622 -0.645  0.910
N 0.674 1.532 -0.208  -0.376
C 0.975 2.833 0.283  -0.190
C -0.245 0.752 0.613  -0.361
C -1.691 1.045 0.354  -0.141
C -2.211 0.113 -0.793  -0.202
C -2.024 -1.304 -0.331  -0.213
C -0.579 -1.639 -0.529  -0.165
C 0.125 -0.767 0.549  -0.287
H 3.377 -1.522 0.516  0.029
H 2.082 -2.542 1.071  0.078
H 2.565 -2.430 -0.648  0.084
H 1.581 0.267 -1.891  -0.092
H 0.330 3.622 -0.198  0.089
H 0.916 2.808 1.380  0.075
H 2.053 3.104 0.060  0.064
H -0.029 1.140 1.624  0.126
H -1.767 2.109 0.213  0.102
H -2.137 0.594 1.341  0.148
H -1.635 0.388 -1.712  0.123
H -3.227 0.454 -1.133  0.115
H -2.197 -1.402 0.719  0.103
H -2.672 -1.873 -1.046  0.128
H -0.276 -2.640 -0.276  0.100
H -0.008 -1.494 -1.460  0.117
H -0.022 -1.198 1.604  0.170


[3]
# C3Cl3F3

The molecule C3Cl3F3 at a distorted geometry (ωB97M-V with the def2-TZVPD basis set, the Open Molecules 2025 dataset).

Calculated values
HOMO-LUMO gap, eV: 10.7
Charge: 0
ΔE to the lowest compared entry with this formula, charge and spin, kcal/mol: 0.0
Structure (SMILES): FC(F)=C(Cl)C(F)(Cl)Cl
HOMO energy, eV: -10.1888
LUMO, eV: 0.537

Each line ends with the Löwdin charge.
CARTESIAN COORDINATES (ANGSTROEM)
F 1.408 0.824 -2.172  0.077
C 0.937 0.583 -0.897  -0.384
F 1.553 1.427 -0.103  0.157
C -0.022 -0.280 -0.660  -0.614
Cl -0.729 -1.482 -1.622  0.712
C -0.649 -0.229 1.025  -1.267
F -0.532 1.060 1.448  -0.066
Cl 0.333 -1.175 2.081  0.707
Cl -2.301 -0.727 0.900  0.677


[4]
# C28H24Cl2F3N2O7SbY

A structure of composition C28H24Cl2F3N2O7SbY at a distorted geometry (ωB97M-V with the def2-TZVPD basis set, the Open Molecules 2025 dataset).

Calculated values
HOMO-LUMO gap, eV: 8.6
Charge: +1
ΔE to the lowest compared entry with this formula, charge and spin, kcal/mol: 34.4
HOMO energy, eV: -11.5929
LUMO, eV: -3.003

Each line ends with the Löwdin charge.
CARTESIAN COORDINATES (ANGSTROEM)
Y 0.721 -1.594 0.075  1.018
O -4.782 -3.667 -1.091  0.154
C -4.043 -4.735 -0.870  -0.493
O -4.462 -5.856 -0.954  0.132
C -2.604 -4.515 -0.503  -0.022
C -1.730 -5.555 -0.260  0.036
N -0.552 -5.018 0.077  0.051
N -0.586 -3.685 0.086  0.010
C -1.836 -3.360 -0.271  -0.113
C -2.167 -1.903 -0.325  -0.483
O -3.258 -1.502 -0.678  0.127
O -1.186 -1.146 0.063  -0.273
H -4.297 -2.817 -0.994  0.071
H -1.918 -6.614 -0.319  0.154
H 0.301 -5.502 0.303  0.176
Cl 0.391 -1.991 2.767  0.665
C 2.045 -1.523 3.225  -0.833
Cl 2.886 -1.000 1.747  0.638
H 2.558 -2.387 3.629  0.052
H 1.997 -0.702 3.931  0.047
C 4.521 -2.733 -2.446  0.004
C 3.503 -1.618 -2.283  -0.515
C 3.254 -0.875 -3.585  -0.001
O 3.875 -0.693 -1.232  -0.036
C 2.198 -2.105 -1.647  -0.557
O 1.101 -1.553 -1.961  -0.069
O 2.242 -2.842 -0.622  -0.101
H 5.506 -2.308 -2.639  0.099
H 4.243 -3.352 -3.300  0.103
H 4.570 -3.353 -1.553  0.091
H 4.207 -0.578 -4.024  0.100
H 2.645 0.009 -3.408  0.089
H 2.730 -1.518 -4.292  0.104
H 4.705 -0.265 -1.474  0.117
F 2.369 6.919 2.190  0.083
C 1.969 5.712 1.773  -0.275
C 1.260 5.610 0.592  0.011
C 0.843 4.356 0.169  -0.109
C 1.135 3.228 0.926  -0.360
C 1.875 3.356 2.097  -0.138
C 2.291 4.603 2.534  0.003
Sb 0.359 1.307 0.358  1.545
C -0.949 1.888 -1.216  -0.382
C -0.849 1.254 -2.451  -0.115
C -1.726 1.581 -3.475  0.010
C -2.700 2.532 -3.235  -0.270
F -3.555 2.841 -4.214  0.086
C -2.820 3.176 -2.016  0.015
C -1.930 2.854 -1.006  -0.127
C -1.066 1.210 1.971  -0.367
C -0.629 1.289 3.291  -0.152
C -1.508 1.101 4.347  -0.006
C -2.831 0.822 4.063  -0.276
F -3.681 0.619 5.077  0.082
C -3.299 0.746 2.764  0.020
C -2.408 0.940 1.719  -0.115
H 1.043 6.502 0.019  0.127
H 0.289 4.267 -0.756  0.093
H 2.148 2.481 2.674  0.083
H 2.858 4.726 3.447  0.125
H -0.099 0.492 -2.621  0.078
H -1.665 1.113 -4.448  0.126
H -3.608 3.903 -1.872  0.128
H -2.002 3.352 -0.047  0.112
H 0.404 1.532 3.514  0.078
H -1.182 1.163 5.376  0.124
H -4.342 0.526 2.579  0.130
H -2.774 0.857 0.706  0.093


[5]
# C47H59N5O4P3RuSSe3Te

A structure of composition C47H59N5O4P3RuSSe3Te at a distorted geometry (ωB97M-V with the def2-TZVPD basis set, the Open Molecules 2025 dataset).

Calculated values
HOMO-LUMO gap (spin up / spin down), eV: 4.4 / 4.4
Charge: -2
⟨S²⟩: 0.759
2S+1: 2
HOMO energy (spin up / spin down), eV: -0.6367 / -0.6293
LUMO (spin up / spin down), eV: 3.808 / 3.807

Each line ends with the Löwdin charge.
CARTESIAN COORDINATES (ANGSTROEM)
Ru 0.707 0.883 0.151  0.380
O -3.553 2.034 2.973  -0.044
S -0.438 2.233 2.355  0.766
O 0.021 3.444 3.025  -0.480
O 0.726 1.224 2.281  -0.638
O -0.691 3.003 0.552  -0.959
C 2.739 -1.592 0.898  -0.293
N 3.977 -1.255 0.222  -0.196
C 4.011 -0.002 -0.518  -0.290
P 3.009 1.333 0.302  0.924
C 3.775 2.743 -0.611  -0.394
C 4.336 3.835 0.049  -0.107
C 4.862 4.901 -0.668  -0.091
C 4.825 4.901 -2.053  -0.102
C 4.266 3.822 -2.719  -0.083
C 3.753 2.748 -2.007  -0.151
C 3.755 1.516 1.965  -0.328
C 4.757 0.685 2.457  -0.078
C 5.187 0.799 3.774  -0.095
C 4.620 1.747 4.612  -0.103
C 3.626 2.586 4.127  -0.067
C 3.188 2.466 2.817  -0.115
C 5.047 -2.121 0.178  -0.275
C 5.256 -3.075 1.188  -0.036
C 6.345 -3.930 1.142  -0.107
C 7.270 -3.859 0.109  -0.129
C 7.075 -2.914 -0.890  -0.103
C 5.984 -2.061 -0.868  -0.025
P 1.178 -1.313 -0.130  0.948
C 0.179 -2.538 0.808  -0.336
C -0.104 -2.200 2.134  -0.099
C -0.665 -3.141 2.984  -0.087
C -0.965 -4.417 2.516  -0.116
C -0.744 -4.730 1.185  -0.115
C -0.178 -3.790 0.328  -0.087
C 1.580 -2.300 -1.616  -0.346
C 0.891 -2.124 -2.803  -0.198
C 1.241 -2.843 -3.942  -0.114
C 2.268 -3.765 -3.894  -0.096
C 2.944 -3.982 -2.697  -0.087
C 2.607 -3.253 -1.572  -0.091
H 2.585 -0.959 1.780  0.081
H 2.756 -2.626 1.236  0.082
H 3.583 -0.105 -1.525  0.087
H 5.040 0.344 -0.621  0.098
H 4.360 3.865 1.129  0.090
H 5.290 5.741 -0.134  0.096
H 5.210 5.748 -2.608  0.094
H 4.194 3.813 -3.799  0.106
H 3.303 1.938 -2.561  0.023
H 5.223 -0.051 1.817  0.092
H 5.966 0.141 4.140  0.093
H 4.946 1.827 5.643  0.091
H 3.169 3.328 4.770  0.107
H 2.382 3.104 2.474  0.064
H 4.571 -3.132 2.023  0.104
H 6.479 -4.652 1.939  0.095
H 8.122 -4.526 0.082  0.086
H 7.777 -2.844 -1.712  0.096
H 5.834 -1.364 -1.680  0.107
H 0.108 -1.193 2.479  0.082
H -0.873 -2.878 4.014  0.100
H -1.392 -5.155 3.185  0.094
H -1.005 -5.713 0.809  0.098
H 0.017 -4.047 -0.706  0.103
H 0.082 -1.415 -2.863  0.001
H 0.721 -2.635 -4.867  0.090
H 2.548 -4.318 -4.783  0.093
H 3.740 -4.715 -2.639  0.097
H 3.144 -3.445 -0.657  0.087
Se 0.799 1.348 -2.190  0.068
Se 0.861 0.602 -4.370  -0.002
Te 0.288 5.274 -1.984  -0.055
Se 0.856 3.849 -0.012  0.139
N -1.409 0.370 0.670  -0.315
P -2.752 0.696 -0.014  0.602
N -3.802 1.893 0.593  -0.150
C -5.194 1.995 0.144  -0.214
C -6.165 2.274 1.292  -0.178
C -5.831 3.604 1.984  -0.187
C -4.352 3.949 1.787  -0.121
C -3.455 2.726 1.719  -0.431
N -3.862 -0.654 0.110  -0.191
C -4.515 -0.837 1.402  -0.247
C -5.595 -1.903 1.265  -0.179
C -4.951 -3.282 1.046  -0.195
C -3.522 -3.102 0.532  -0.197
C -3.387 -1.938 -0.440  -0.217
N -2.842 1.057 -1.650  -0.193
C -2.439 0.120 -2.686  -0.266
C -3.635 -0.222 -3.576  -0.180
C -4.144 1.068 -4.227  -0.208
C -4.449 2.120 -3.158  -0.189
C -3.232 2.324 -2.253  -0.200
H -5.451 1.064 -0.362  0.103
H -5.302 2.806 -0.589  0.104
H -6.113 1.474 2.028  0.089
H -7.184 2.286 0.895  0.104
H -6.061 3.531 3.048  0.100
H -6.443 4.412 1.573  0.098
H -3.985 4.591 2.589  0.120
H -4.210 4.485 0.846  0.123
H -2.963 1.272 2.883  0.049
H -2.447 3.092 1.587  0.062
H -4.956 0.098 1.714  0.065
H -3.806 -1.126 2.198  0.120
H -6.210 -1.635 0.401  0.108
H -6.241 -1.904 2.148  0.101
H -5.540 -3.871 0.336  0.097
H -4.931 -3.843 1.985  0.098
H -3.172 -4.007 0.033  0.104
H -2.852 -2.925 1.371  0.084
H -3.945 -2.172 -1.357  0.105
H -2.330 -1.862 -0.701  0.076
H -1.992 -0.764 -2.240  0.077
H -1.689 0.585 -3.320  0.009
H -4.430 -0.672 -2.972  0.097
H -3.331 -0.941 -4.345  0.105
H -5.040 0.868 -4.825  0.096
H -3.368 1.451 -4.898  0.112
H -5.296 1.778 -2.555  0.089
H -4.726 3.071 -3.626  0.107
H -3.407 3.069 -1.481  0.101
H -2.392 2.688 -2.859  0.113